ORCA calculation (ωB97M-V/def2-TZVPD) on 10 unconnected molecules or ions with the total composition CH19O12.

```
32
Properties=species:S:1:pos:R:3:nbo_charge:R:1
C -0.18049 0.18295 0.14829 0.99
O 0.32878 -0.80271 -0.40782 -0.85
O -0.75351 1.01697 -0.66007 -0.73
O -0.18032 0.36892 1.37563 -0.80
H -0.92636 0.58553 -1.51816 0.53
O 1.99295 -1.77723 1.50195 -0.99
H 1.28656 -1.28887 0.92425 0.49
H 2.34148 -2.47755 0.94153 0.45
O 2.46815 -0.70613 -2.06081 -0.98
H 3.16360 -0.56245 -1.43402 0.46
H 1.79193 -0.59050 -1.33033 0.49
O -0.45073 -2.93442 -2.52029 -0.97
H -0.10030 -2.19480 -1.99786 0.50
H -0.25746 -2.73387 -3.50160 0.46
O -0.63358 -0.53866 4.00336 -0.94
H -0.43768 -0.61215 3.10308 0.48
H -0.53713 0.45273 4.03025 0.45
O -0.62681 1.16235 -3.42041 -0.91
H -0.12972 1.88290 -3.54761 0.46
H -0.21467 0.60000 -3.91013 0.46
O -0.87568 -3.12471 0.70866 -0.99
H -0.57366 -3.88963 0.08287 0.48
H -0.50684 -2.24881 0.55943 0.50
O 2.17934 1.86935 1.47963 -0.94
H 1.92079 2.75247 1.87446 0.46
H 1.45366 1.38857 1.38074 0.47
O -2.58305 1.35360 2.24477 -0.98
H -1.67539 1.07770 1.95089 0.50
H -3.16374 1.20268 1.59693 0.45
O -1.28564 3.78137 -0.27193 -0.97
H -0.90484 2.87398 -0.35430 0.50
H -1.92962 3.93042 -0.97140 0.46
```

Results
Charge = -1
HOMO = -7.18 eV
Spin multiplicity = 1
Energy = -952.450082 Eh
Energy relative to the best compared isomer or geometry (same formula, charge and spin) = 40.4 kcal/mol
HOMO-LUMO gap = 9.601 eV

---

ORCA calculation (ωB97M-V/def2-TZVPD) on 9 unconnected molecules or ions with the total composition CH19O9.

```
29
Properties=species:S:1:pos:R:3:nbo_charge:R:1
C 0.71372 -0.29931 0.38462 -0.30
O -0.05128 0.85469 -0.08838 -1.03
H 1.65872 0.09369 0.46662 0.15
H 0.45672 -0.93731 -0.58338 0.18
H 0.44572 -0.63231 1.26862 0.14
O 0.15472 -3.04231 0.04362 -0.95
H 1.02272 -2.70731 0.32062 0.49
H -0.13728 -3.78231 0.54562 0.46
O 1.41872 1.60169 -2.07838 -0.99
H 0.88472 1.46469 -1.27838 0.49
H 0.87172 1.01769 -2.52738 0.45
O 0.42572 -1.20831 -3.92038 -0.96
H -0.13428 -0.87331 -4.66838 0.45
H -0.38328 -1.40131 -3.33638 0.49
O -0.51528 -0.65031 3.45962 -0.99
H -0.02228 -1.46731 3.26962 0.48
H -1.11628 -0.25231 2.95162 0.50
O -0.93228 3.17169 0.92062 -0.98
H -0.50628 2.35369 0.66062 0.50
H -0.34328 3.85369 0.84062 0.45
O 2.25372 2.15269 1.65162 -0.95
H 2.85272 1.31669 1.73162 0.46
H 1.44972 1.83069 1.25162 0.49
O -2.31828 -0.15231 1.37762 -0.97
H -1.45028 0.18869 1.05762 0.50
H -2.17128 -1.05931 1.28762 0.45
O -1.50528 -0.42431 -2.03338 -0.97
H -0.91728 -0.10331 -1.33138 0.51
H -2.10528 -0.90731 -1.64438 0.45
```

Results
Charge = -1
HOMO = -5.32 eV
Spin multiplicity = 1
Energy = -726.603269 Eh
Energy relative to the best compared isomer or geometry (same formula, charge and spin) = 69.3 kcal/mol
HOMO-LUMO gap = 7.919 eV

---

ORCA calculation (ωB97M-V/def2-TZVPD) on 9 unconnected molecules or ions with the total composition CH19O9.

```
29
Properties=species:S:1:pos:R:3:nbo_charge:R:1
C -1.40655 0.49397 -0.48728 -0.29
O -0.18255 0.15797 0.15372 -1.03
H -2.19255 -0.30903 -0.34828 0.18
H -1.15655 0.60897 -1.52628 0.12
H -1.67855 1.46297 -0.11628 0.17
O -1.83455 0.20397 2.30272 -0.98
H -2.09455 1.12197 2.27672 0.45
H -1.30755 0.20697 1.48572 0.50
O -0.29255 -2.47303 0.96672 -1.00
H -0.15655 -1.79503 0.27872 0.50
H 0.28345 -2.09703 1.61572 0.46
O 2.20345 -0.80103 0.02072 -0.99
H 2.35945 -0.40903 0.86072 0.46
H 1.30345 -0.42203 -0.03528 0.49
O -0.09455 -1.96403 -1.79528 -0.93
H 0.68745 -1.55103 -2.07428 0.47
H -0.73055 -1.26403 -1.63728 0.46
O -0.48255 0.27297 -4.07428 -0.96
H 0.42445 0.59597 -4.20628 0.49
H -0.75355 0.31497 -3.16228 0.47
O 1.08245 1.61597 -1.82928 -0.98
H 1.73945 1.90997 -1.19528 0.47
H 0.50545 1.14197 -1.23428 0.49
O 0.99845 -1.00803 2.82272 -0.95
H 0.83545 -1.53603 3.58972 0.47
H 0.13845 -0.73203 2.55872 0.50
O 0.65145 2.45497 1.47272 -0.98
H 0.65645 2.10697 2.37272 0.46
H 0.49445 1.69097 0.94372 0.49
```

Results
Charge = -1
HOMO = -5.87 eV
Spin multiplicity = 1
Energy = -726.679149 Eh
Energy relative to the best compared isomer or geometry (same formula, charge and spin) = 21.7 kcal/mol
HOMO-LUMO gap = 9.072 eV

---

ORCA calculation (ωB97M-V/def2-TZVPD) on a molecular structure, CH20MnO12.

```
34
Properties=species:S:1:pos:R:3:mulliken_spin:R:1
O -0.43412 3.19746 2.21635 0.00
H -1.23489 3.59544 2.61031 0.00
H -0.51484 2.18506 2.02424 0.00
H 0.38747 3.40536 2.72343 0.00
O -1.99382 -1.91867 -1.99197 0.00
H -1.59946 -1.46348 -2.77715 0.00
H -1.60522 -1.48987 -1.14861 0.00
H -1.67059 -2.84913 -2.02526 0.00
Mn -2.32593 -0.08880 1.84300 4.90
C -0.11539 0.17912 0.37435 0.00
O -1.19960 -0.48385 0.06473 0.05
O -0.25567 0.67666 1.57459 0.00
O 0.89724 0.23458 -0.31674 0.01
O -1.78347 0.89935 -2.53956 0.00
H -1.35966 1.57700 -3.08435 0.00
H -1.42459 1.03101 -1.65553 0.00
O 1.59308 0.48093 3.80288 0.00
H 0.99224 0.44554 3.05250 0.01
H 1.85874 -0.43404 3.96408 0.00
O 3.81093 0.66678 0.04547 0.00
H 2.86213 0.67075 -0.12119 0.00
H 4.06380 1.59496 0.09503 0.00
O 1.71198 1.49927 -2.67159 0.00
H 1.17478 2.29868 -2.67831 0.00
H 1.37558 0.96048 -1.93258 0.00
O 0.86885 -1.87267 -2.21950 0.00
H 0.72430 -1.48272 -3.09339 0.00
H 0.85110 -1.11585 -1.59941 0.00
O 2.07581 -2.28361 0.80545 0.00
H 1.17957 -2.54464 0.57286 0.00
H 2.16447 -1.37791 0.48540 0.00
O -3.53197 -1.74275 1.36338 0.02
H -4.43321 -1.84156 1.00630 0.00
H -3.10964 -2.60886 1.23077 0.00
```

Results
Charge = +2
HOMO (alpha / beta) = -15.34 / -15.34 eV
⟨S²⟩ = 8.754
Spin multiplicity = 6
Energy = -2103.321526 Eh
Energy relative to the best compared isomer or geometry (same formula, charge and spin) = 20.2 kcal/mol
HOMO-LUMO gap (alpha / beta) = 5.766 / 5.336 eV

---

ORCA calculation (ωB97M-V/def2-TZVPD) on 9 unconnected molecules or ions with the total composition CH20O9.

```
30
Properties=species:S:1:pos:R:3:nbo_charge:R:1
C 1.78639 -2.15538 2.13413 -0.25
O 1.20024 -1.67606 0.94359 -0.80
H 2.16044 -1.30610 2.66667 0.17
H 0.93560 -2.68697 2.69566 0.17
H 2.60475 -2.79946 1.80771 0.18
H 0.59589 -0.96026 1.24518 0.50
O -1.89083 2.80963 -0.20300 -0.94
H -1.10949 3.12443 -0.46180 0.45
H -2.17886 2.34069 -1.00037 0.49
O -1.69850 -1.93666 -3.14764 -1.01
H -1.28598 -1.96681 -2.13833 0.50
H -1.12509 -1.30713 -3.58254 0.45
O 0.01736 0.75095 0.80580 -1.04
H 0.82156 1.17197 0.60891 0.51
H -0.73652 1.08836 0.21435 0.53
O -2.26791 0.56006 -1.19752 -0.97
H -2.39954 -0.07869 -0.47171 0.49
H -2.37565 0.01590 -1.94578 0.49
O -0.69406 -1.83725 -0.67510 -0.95
H -0.12668 -1.13222 -0.57333 0.49
H -0.44601 -2.55160 -0.08654 0.51
O 1.73955 2.27061 -0.70439 -0.98
H 2.36516 1.52740 -1.22266 0.50
H 2.58274 2.63711 -0.41627 0.47
O -1.10310 1.11729 3.40776 -0.95
H -0.99489 0.70031 2.55442 0.48
H -0.28711 1.50157 3.64887 0.46
O 2.82335 -0.17519 -1.01803 -0.95
H 3.34012 -0.94042 -1.09706 0.49
H 1.93220 -0.51286 -0.94173 0.49
```

Results
HOMO = -10.85 eV
Structure (SMILES) = CO.O.O.O.O.O.O.O.O
Spin multiplicity = 1
Energy = -727.184168 Eh
Energy relative to the best compared isomer or geometry (same formula, charge and spin) = 50.7 kcal/mol
HOMO-LUMO gap = 10.919 eV

---

ORCA calculation (ωB97M-V/def2-TZVPD) on a molecular structure, CH21MnO13.

```
36
Properties=species:S:1:pos:R:3:mulliken_spin:R:1
Mn -30.49029 3.38923 2.02753 4.85
C -31.88074 5.61090 1.81094 -0.03
O -31.27629 5.55134 2.91076 0.01
O -32.46299 6.77753 1.42894 0.00
O -31.72782 4.70348 1.02988 0.05
H -32.78322 7.26740 2.16330 0.00
O -31.13170 3.06141 4.12755 0.03
H -31.49715 3.67958 4.77989 0.00
H -31.32163 2.16070 4.25074 0.00
O -29.34220 7.15522 1.39423 0.00
H -28.81244 6.54652 1.89409 0.00
H -30.21371 7.07924 1.69769 0.00
O -30.37746 6.43544 5.19826 0.00
H -30.75764 6.23007 4.32506 0.00
H -30.56216 7.40154 5.25131 0.00
O -29.60927 2.96485 -0.03690 0.02
H -29.44314 3.83901 -0.35952 0.00
H -28.94179 2.33848 -0.38529 0.00
O -31.61983 4.45842 -1.73803 0.00
H -31.73187 5.05077 -1.03344 0.00
H -30.64409 4.36013 -1.86674 0.00
O -31.97255 1.95856 1.53387 0.02
H -32.27680 1.34849 2.22741 0.00
H -32.00297 1.41937 0.75701 0.00
O -28.77129 4.74290 2.39675 0.02
H -28.46550 5.07527 3.24377 0.00
H -27.99104 4.36541 1.99312 0.00
O -30.93708 7.12617 -1.08343 0.00
H -31.26655 7.90348 -1.52928 0.00
H -31.49175 6.88920 -0.35284 0.00
O -32.27166 4.88190 5.91222 0.00
H -33.04221 5.44384 5.89657 0.00
H -31.56968 5.57196 5.80146 0.00
O -30.99530 8.91842 3.02996 0.00
H -31.20611 9.55064 3.68303 0.00
H -30.59662 9.46170 2.34453 0.00
```

Results
Charge = +1
HOMO (alpha / beta) = -12.92 / -12.92 eV
⟨S²⟩ = 8.752
Spin multiplicity = 6
Energy = -2179.672723 Eh
Energy relative to the best compared isomer or geometry (same formula, charge and spin) = 4.0 kcal/mol
HOMO-LUMO gap (alpha / beta) = 9.122 / 8.945 eV

---

ORCA calculation (ωB97M-V/def2-TZVPD) on a molecular structure, CH21O12V.

```
35
Properties=species:S:1:pos:R:3:mulliken_charge:R:1
O 4.33300 -12.45100 -10.42400 -0.55
V 2.91000 -11.67100 -10.33700 0.50
O 3.44200 -10.19400 -10.72300 -0.19
C 4.02300 -11.34700 -7.88100 -0.44
O 2.72100 -11.30900 -8.37700 -0.58
H 4.39900 -12.31800 -8.23700 0.10
H 4.07300 -11.31100 -6.83400 0.31
H 4.56400 -10.55800 -8.37700 0.20
O 2.01500 -8.70100 -8.37900 -0.73
H 1.75400 -9.57500 -8.11300 0.31
H 1.53100 -8.53800 -9.21300 0.30
O 6.76300 -12.26800 -10.29000 -0.69
H 6.85800 -11.80700 -11.10200 0.24
H 5.84000 -12.34200 -10.13300 0.50
O 2.03100 -13.67500 -10.11000 -0.43
H 2.57100 -14.45300 -9.95300 0.29
H 1.31300 -14.11300 -10.60000 0.28
O 0.95700 -11.14600 -10.54400 -0.28
H 0.26300 -11.07300 -9.91800 0.28
H 0.56800 -11.23100 -11.38100 0.25
O 3.79900 -8.36800 -12.36200 -0.69
H 4.37000 -8.98800 -12.85200 0.27
H 3.55200 -8.91400 -11.63700 0.53
O 6.33500 -9.41000 -10.45700 -0.57
H 7.22000 -9.60400 -10.18900 0.28
H 6.19500 -9.68000 -11.32100 0.22
O 4.41000 -8.14300 -9.17500 -0.68
H 3.60600 -8.55100 -8.84100 0.46
H 4.95600 -8.74300 -9.69200 0.30
O 5.14100 -14.84500 -10.63900 -0.54
H 5.42700 -15.25400 -11.43500 0.31
H 4.99400 -13.99200 -10.97500 0.26
O 2.84200 -12.01200 -12.43600 -0.35
H 3.27700 -12.80200 -12.74400 0.24
H 2.76800 -11.37900 -13.13700 0.28
```

Results
HOMO = -8.71 eV
Spin multiplicity = 1
Energy = -1897.523004 Eh
Energy relative to the best compared isomer or geometry (same formula, charge and spin) = 48.0 kcal/mol
HOMO-LUMO gap = 7.520 eV

---

ORCA calculation (ωB97M-V/def2-TZVPD) on 11 unconnected molecules or ions with the total composition CH22NO12.

```
36
Properties=species:S:1:pos:R:3:nbo_charge:R:1
N 0.62208 -0.60202 0.56584 -1.13
H 1.36809 -0.22727 1.13430 0.42
H 0.27623 -1.46476 0.96099 0.40
H 0.85697 -0.79331 -0.39766 0.40
H -0.11040 0.09319 0.58238 0.45
C -2.56092 4.00542 0.07914 0.90
O -1.51258 4.13885 -0.56452 -0.76
O -3.04294 5.05527 0.43914 -0.74
O -2.97577 2.84263 0.40290 -0.84
O 3.95177 4.76421 -0.64773 -0.95
H 3.00343 4.63716 -0.67488 0.48
H 4.20404 4.50023 0.23709 0.47
O -0.39881 2.69106 -5.31813 -0.95
H -0.30626 3.04919 -4.43528 0.49
H -0.01552 3.35720 -5.88872 0.46
O 1.94775 -1.50021 -4.23780 -0.96
H 1.39478 -0.86210 -4.68867 0.48
H 2.28783 -2.05917 -4.93649 0.46
O -4.16571 -0.44795 -3.37243 -0.95
H -3.94776 0.19966 -2.70210 0.49
H -3.62248 -0.20832 -4.12324 0.46
O -4.03097 2.20223 5.25061 -0.95
H -3.87052 2.26111 4.30879 0.49
H -4.62378 2.92978 5.43900 0.46
O -4.03471 -4.61360 4.16943 -0.93
H -3.32673 -4.82382 3.56050 0.47
H -4.69768 -5.28480 4.00759 0.46
O 4.38276 1.11779 2.81640 -0.95
H 4.97403 0.48100 2.41499 0.47
H 4.80524 1.34944 3.64349 0.47
O -1.20221 -5.13757 0.38403 -0.96
H -1.96322 -5.38972 -0.13895 0.47
H -0.45854 -5.53936 -0.06515 0.46
O 5.51602 -3.21319 0.72448 -0.95
H 6.37828 -3.61189 0.60714 0.47
H 4.89826 -3.89626 0.46366 0.46
```

Results
Charge = -1
HOMO = -1.02 eV
Spin multiplicity = 1
Energy = -1008.762356 Eh
Energy relative to the best compared isomer or geometry (same formula, charge and spin) = 161.9 kcal/mol
HOMO-LUMO gap = 2.142 eV

---

ORCA calculation (ωB97M-V/def2-TZVPD) on 11 unconnected molecules or ions with the total composition CH24O11.

```
36
Properties=species:S:1:pos:R:3:nbo_charge:R:1
O 1.42121 1.99745 -2.19764 -0.73
H 2.22670 1.72267 -1.89549 0.53
H 1.06243 1.55786 -2.90353 0.55
H 0.76729 1.88620 -1.50681 0.55
C 0.09149 0.10373 0.03773 -0.24
O -0.43899 1.27468 -0.43013 -1.03
H -0.73241 -0.44809 0.48059 0.16
H 0.77850 0.59812 0.90383 0.13
H 0.59577 -0.31308 -0.73889 0.13
O -2.22066 1.38224 1.83408 -0.91
H -1.84589 1.14035 1.07334 0.46
H -2.49752 0.51246 2.25611 0.45
O 0.08860 -2.08411 2.50999 -0.93
H -0.48121 -2.85522 2.38837 0.47
H -0.69341 -1.45409 2.61525 0.47
O 0.71078 -2.86713 -0.05310 -0.99
H 0.43161 -2.38178 0.63405 0.48
H 1.46657 -2.54615 -0.55350 0.50
O -2.26920 -0.43756 -2.30786 -1.01
H -2.05718 -1.37834 -2.23494 0.46
H -1.77673 0.06435 -1.58461 0.47
O -2.28363 3.10568 -0.73609 -1.04
H -1.49918 2.40751 -0.62179 0.52
H -3.16670 2.86534 -0.61349 0.47
O -1.77086 -2.44525 -1.34248 -0.94
H -0.98960 -2.56089 -0.90625 0.50
H -1.97472 -3.03142 -2.04349 0.48
O 2.26619 -2.04385 -2.00102 -0.92
H 2.51197 -0.99588 -2.07980 0.45
H 3.18845 -2.39915 -1.98259 0.49
O 1.20272 2.60658 1.65472 -0.91
H 0.55848 2.09868 1.20155 0.49
H 1.88062 2.63027 0.98981 0.45
O 1.84948 0.86504 3.74439 -1.00
H 2.04997 -0.11057 3.36421 0.47
H 1.54907 1.53333 3.04548 0.50
```

Results
HOMO = -9.12 eV
Spin multiplicity = 1
Energy = -879.864598 Eh
Energy relative to the best compared isomer or geometry (same formula, charge and spin) = 158.3 kcal/mol
HOMO-LUMO gap = 7.212 eV